Entry 1:
Formula: C26H23BrN4NbO2PSSe2
Source: OMol25
Level of theory: ωB97M-V/def2-TZVPD

**Largest force on an atom**: 0.049 hartree/bohr
**Charge**: +2
**Orbital gap**: 0.21645 hartree
**E_tot**: -9547.0379 hartree

Each line ends with the Mulliken charge.
Geometry (Å):
Nb: -0.54367 0.81237 -0.15640  -0.3305
Se: 1.97512 0.02203 -1.46438  -0.1863
P: 1.94764 -1.32613 0.21544  1.3596
Se: -0.06207 -1.21866 1.31560  -0.2242
C: 3.18894 -0.80893 1.38592  1.0802
C: 4.39290 -1.54330 1.58491  -0.7184
C: 5.26174 -1.06610 2.56181  -0.5153
C: 5.01246 0.10110 3.33780  -0.6667
C: 3.79654 0.77979 3.11825  -0.5948
C: 2.91767 0.35624 2.10520  0.0029
C: 2.35530 -2.95965 -0.34389  0.8862
C: 1.62601 -4.07815 0.13737  -0.6002
C: 1.95714 -5.34493 -0.28666  -0.6513
C: 2.88671 -5.52936 -1.35375  -0.3869
C: 3.58473 -4.43918 -1.82791  -0.6748
C: 3.27272 -3.13749 -1.37277  -0.2355
H: 4.65862 -2.42571 0.99393  0.3861
H: 6.18867 -1.61478 2.72119  0.3941
H: 5.71541 0.43721 4.12511  0.3889
H: 3.42200 1.62929 3.71434  0.4234
H: 1.98985 0.94893 1.93134  -0.2332
H: 0.83000 -4.00390 0.85582  0.2934
H: 1.46970 -6.23051 0.13934  0.3916
H: 3.09112 -6.58153 -1.70905  0.3497
H: 4.38047 -4.53983 -2.56989  0.3992
H: 3.69403 -2.24344 -1.88841  0.2830
Br: -1.64164 -0.86948 -2.12168  -0.0978
C: -2.96205 -2.27641 -1.79538  0.5442
C: -4.09293 -1.90202 -1.07922  -0.2038
C: -4.85972 -2.95633 -0.59025  -0.4440
C: -4.57770 -4.24677 -0.93317  -0.3662
C: -3.50117 -4.48343 -1.76527  -0.2914
N: -2.68748 -3.50640 -2.21147  -0.4863
H: -4.40229 -0.90764 -0.84421  0.4316
H: -5.69462 -2.78888 0.03372  0.4496
H: -5.20900 -5.09370 -0.64404  0.3956
H: -3.15436 -5.48610 -2.03053  0.4105
O: 1.48936 3.33668 1.99530  -0.5239
C: 1.38455 3.52313 0.82306  0.0459
C: 1.85961 4.68221 -0.05189  -0.4524
C: 1.32031 4.36461 -1.44831  -0.4935
C: 0.51889 3.02590 -1.24904  0.4439
O: -0.10965 2.30193 -2.10018  -0.5551
N: 0.62403 2.59822 0.01716  0.7632
H: 2.97373 4.80217 -0.05041  0.2961
H: 1.52945 5.61279 0.41184  0.3175
H: 2.14190 4.23334 -2.15880  0.2970
H: 0.61418 5.13160 -1.88146  0.3137
C: -5.14268 4.79415 1.05348  -1.1171
C: -4.23339 3.77350 0.44900  0.9255
C: -4.11204 3.51033 -0.94645  -1.0091
C: -3.22166 2.54607 -1.34774  -0.3191
N: -2.48896 1.86783 -0.40349  0.1601
C: -2.60195 2.29394 0.89555  0.6588
S: -1.44932 1.54490 1.94878  -0.2309
N: -3.45541 3.18503 1.34267  -0.4440
H: -4.94588 5.79752 0.60271  0.3267
H: -5.02476 4.81878 2.11534  0.3349
H: -6.21638 4.54577 0.76372  0.3245
H: -4.66497 4.05736 -1.71734  0.4167
H: -3.01575 2.17402 -2.35225  0.5586

Force components x, y, z for each atom (eV/Å):
Nb 1.16 1.16 -0.74
Se -1.81 0.59 0.49
P 0.60 -0.26 0.16
Se 0.78 0.58 -1.04
C 0.39 -0.19 0.27
C -0.69 0.86 0.34
C 0.51 0.59 0.36
C -0.87 -0.49 -0.40
C -0.29 0.10 -0.24
C 0.15 0.14 0.62
C -1.37 -1.19 -0.31
C 0.91 0.06 0.09
C 0.28 -0.71 -1.29
C -0.09 -1.09 1.23
C 0.12 0.91 -0.32
C 0.34 0.18 -0.44
H -0.29 0.33 0.33
H -0.16 0.16 0.02
H -0.53 -0.35 -0.68
H 0.77 -0.39 -0.25
H 0.82 -0.62 0.24
H -0.06 0.34 0.36
H 0.07 0.51 -0.23
H -0.17 1.46 0.35
H -0.45 -0.07 0.09
H -0.02 -0.89 0.58
Br 0.35 0.07 -0.81
C -1.04 -1.29 0.29
C 0.35 -0.81 0.28
C 0.07 0.30 -0.55
C -0.05 -1.19 -0.43
C 1.14 -0.04 -0.50
N 0.16 1.57 1.12
H 0.31 0.59 0.03
H -0.81 0.49 0.52
H 0.33 0.45 0.16
H -0.50 0.28 -0.11
O 0.39 0.28 0.01
C -0.44 -0.41 0.48
C 0.69 -0.18 0.13
C -1.54 -0.10 -0.59
C 0.82 0.34 -1.19
O 0.54 0.41 2.20
N -0.63 -0.37 -0.95
H -0.88 -0.56 0.12
H -0.39 -0.07 -0.17
H -0.35 -0.22 -0.08
H 0.80 -0.72 0.49
C -1.46 0.22 -2.03
C -0.34 0.97 -0.39
C 0.01 0.03 -0.28
C 0.65 -1.05 0.68
N 0.35 0.92 1.28
C -0.66 -0.03 -1.16
S 0.37 -0.85 -0.09
N 0.84 -0.80 0.04
H -0.09 -0.69 0.36
H 0.03 0.02 0.51
H 1.21 0.34 0.47
H 0.04 -0.19 0.56
H -0.37 0.57 0.04

***

Entry 2:
Formula: C3H4OS
Source: OMol25
Level of theory: ωB97M-V/def2-TZVPD

**Largest force on an atom**: 0.115 hartree/bohr
**Orbital gap**: 0.34744 hartree
**E_tot**: -590.0224 hartree

Each line ends with the Mulliken charge.
Geometry (Å):
C: -1.19739 0.43484 0.89465  0.5028
C: 0.20177 0.27019 0.77002  -0.3810
C: 0.73748 -0.33504 -1.15124  -0.7791
O: -2.20674 1.04255 0.69309  -0.4790
S: -0.69028 -1.07555 1.60286  -0.1255
H: 0.87707 0.83933 1.25982  0.3903
H: -0.01323 -1.00804 -1.25880  0.2899
H: 1.79403 -0.75237 -1.06702  0.2869
H: 0.49730 0.58409 -1.74339  0.2946

Force components x, y, z for each atom (eV/Å):
C -1.72 0.55 -0.31
C -0.41 -2.69 -5.23
C 1.62 3.63 3.54
O 0.81 -0.09 0.01
S 0.15 -0.76 0.70
H 2.19 1.65 1.44
H -1.93 -2.29 -0.31
H -1.62 0.89 -0.29
H 0.91 -0.89 0.45

***

- The lowest E_tot belongs to which entry?
  C26H23BrN4NbO2PSSe2

***

- Which formula does entry 2 have?
  C3H4OS